Entry 1:
Below is C11H8NRuSe3Te as an isolated structure, with properties calculated with ωB97M-V/def2-TZVPD.

XYZ file:
```
25
Properties=species:S:1:pos:R:3:forces:R:3
Ru -0.6501 -1.2269 1.0070 0.130 0.031 0.211
C -2.7563 2.2515 -0.4975 -0.140 0.031 0.028
C -1.7508 2.9136 -1.1846 0.014 0.237 -0.140
C -0.4810 2.3719 -1.2529 0.042 0.360 -0.223
C -0.2249 1.1697 -0.6349 -0.045 -0.466 0.297
N -1.2102 0.5210 0.0371 -0.482 0.226 0.005
C -2.4512 1.0551 0.1053 0.634 -0.103 -0.152
C 1.0535 0.4502 -0.6101 -0.395 0.074 0.033
C 2.1908 0.8516 -1.2760 0.418 0.061 -0.208
C 3.3361 0.0590 -1.2177 -0.094 0.049 0.004
C 3.3329 -1.1291 -0.4971 -0.017 0.096 -0.063
C 2.1902 -1.5317 0.1840 0.007 0.074 0.007
C 1.0452 -0.7400 0.1352 0.075 -0.102 0.109
H -3.7584 2.6537 -0.4296 0.072 -0.026 -0.004
H -1.9578 3.8599 -1.6695 0.007 -0.042 0.021
H 0.3101 2.8849 -1.7838 -0.068 -0.015 0.029
H -3.1904 0.4958 0.6523 -0.088 -0.162 0.115
H 2.2019 1.7696 -1.8539 0.030 -0.083 0.044
H 4.2301 0.3712 -1.7430 -0.042 -0.018 0.030
H 4.2237 -1.7417 -0.4598 0.000 0.005 -0.003
H 2.1974 -2.4477 0.7545 0.004 -0.064 0.040
Se -0.1307 -2.7470 2.8687 0.071 0.091 -0.141
Se -2.8359 -3.6488 4.9983 0.020 -0.060 -0.138
Te -3.3328 -4.8599 3.0652 0.054 0.314 -0.100
Se -1.5813 -3.6057 1.3028 -0.206 -0.510 0.197
```
Positions in Å, forces in eV/Å.

Properties
Spin multiplicity   5
Net charge   +1
DFT total energy   -218933.67478 eV
Orbital gap (spin up / spin down)   6.52 / 5.94 eV
Relative energy (zero: lowest compared OMol25 entry of this formula, charge and spin)   0.741 eV
Lowest unoccupied orbital energy (spin up / spin down)   -4.5 / -5.5 eV

natural (NBO) population analysis, charges in e, atoms 1 to 5:
1 Ru 0.830
2 C -0.248
3 C -0.100
4 C -0.222
5 C 0.210

---

Entry 2:
Below is one molecule with the formula C11H8O, with properties calculated with ωB97M-V/def2-TZVPD.

XYZ file:
```
20
Properties=species:S:1:pos:R:3:forces:R:3
O -2.1711 0.1472 2.3926 0.429 -0.160 -0.741
C -1.2678 -0.0772 1.6062 -0.407 0.509 0.860
C -0.6103 -1.4320 1.6310 -0.683 -1.026 -0.108
C 0.1762 -1.9876 0.7078 1.275 0.142 -0.905
C 0.7691 -0.9776 -0.2088 0.045 0.076 -2.255
C 1.5765 0.0389 0.5438 1.261 -0.955 -0.767
C 0.7865 0.9963 0.9925 2.461 1.833 2.126
C -0.6410 0.9050 0.6650 -1.159 0.534 -0.754
C -1.1365 1.3183 -0.5256 0.036 -0.198 -0.112
C -0.1760 1.5815 -1.6817 -0.658 -0.571 1.889
C 0.5165 0.5492 -2.1591 0.726 0.393 -1.775
C 0.3538 -0.7221 -1.4766 -0.841 -1.836 0.439
H -1.0004 -1.9890 2.4439 -0.357 -0.698 0.641
H 0.6329 -3.0137 0.5809 -1.163 0.984 0.878
H 2.7003 -0.1619 0.6741 -1.920 0.702 0.166
H 1.2135 1.7425 1.8063 -1.223 -1.226 -1.926
H -2.2251 1.2790 -0.8597 1.418 -0.229 0.914
H -0.0937 2.5930 -1.9321 0.065 1.237 -1.327
H 1.0389 0.5353 -3.1779 -0.503 0.465 1.679
H -0.4422 -1.3252 -2.0227 1.197 0.024 1.080
```
Positions in Å, forces in eV/Å.

Properties
DFT total energy   -13579.04398 eV
Orbital gap   8.95 eV
Relative energy (zero: lowest compared OMol25 entry of this formula, charge and spin)   4.910 eV
Structure (SMILES)   O=c1cc/c2cc\c1=C/C=C\C=2
Lowest unoccupied orbital energy   0.0 eV

natural (NBO) population analysis, charges in e, atoms 1 to 5:
1 O -0.509
2 C 0.525
3 C -0.286
4 C -0.152
5 C -0.073

---

Entry 3:
Below is C11H9AsBr4Cl3NO2Pt as an isolated structure, with properties calculated with ωB97M-V/def2-TZVPD.

XYZ file:
```
32
Properties=species:S:1:pos:R:3:forces:R:3
Pt -0.1844 -0.0499 -0.1792 0.006 -0.136 -0.374
Br 3.5919 5.6572 0.2203 0.010 0.020 -0.005
C 3.0610 3.8492 0.2004 0.083 -0.075 0.012
C 4.0064 2.8269 0.2043 -0.049 0.097 0.003
Br 5.8474 3.2292 0.2423 0.026 0.008 -0.010
C 3.5937 1.4922 0.1787 -0.087 -0.040 -0.005
Br 4.8118 0.0540 0.1529 -0.010 -0.004 0.014
C 2.2436 1.1654 0.1567 -0.102 0.281 0.119
O 1.8018 -0.0915 0.1292 -0.058 0.039 -0.152
C 1.2889 2.2090 0.1748 0.229 -0.242 0.023
O -0.0122 1.8698 0.1741 -0.064 -0.044 -0.090
C 1.7010 3.5292 0.1818 -0.027 -0.021 0.078
Br 0.3463 4.8440 0.1747 0.007 -0.021 -0.005
C -3.8738 -0.2514 0.5542 0.074 0.023 0.090
As -2.4703 0.3084 -0.6536 0.068 -0.094 -0.291
C -2.9552 -0.5402 -2.3276 -0.006 0.003 0.019
C -2.8715 2.1615 -0.9824 -0.003 0.048 0.057
H -4.8418 -0.1596 0.0639 0.007 0.004 -0.001
H -3.8474 0.3893 1.4343 -0.007 -0.017 0.004
H -3.7111 -1.2811 0.8668 -0.007 -0.009 -0.037
H -3.9387 -0.2178 -2.6675 -0.004 -0.009 0.040
H -2.9443 -1.6227 -2.2068 -0.010 0.004 0.010
H -2.2033 -0.2661 -3.0659 -0.026 0.000 -0.016
H -3.8784 2.2409 -1.3907 0.002 0.038 0.014
H -2.1407 2.5647 -1.6801 -0.001 -0.033 -0.004
H -2.7896 2.7224 -0.0535 0.017 -0.022 0.002
Cl 1.8926 -4.7010 0.6689 -0.023 -0.015 -0.006
C 0.2167 -4.5233 0.1609 -0.004 -0.008 -0.077
Cl -0.8905 -4.9052 1.4883 0.017 -0.019 -0.021
Cl -0.1315 -5.5345 -1.2509 0.012 0.001 0.051
C -0.0017 -3.1256 -0.2138 0.060 0.080 -0.431
N -0.1514 -2.0317 -0.5130 -0.132 0.160 0.989
```
Positions in Å, forces in eV/Å.

Properties
DFT total energy   -398959.63072 eV
Orbital gap   6.65 eV
Relative energy (zero: lowest compared OMol25 entry of this formula, charge and spin)   0.000 eV
Lowest unoccupied orbital energy   -0.6 eV

natural (NBO) population analysis, charges in e, atoms 1 to 5:
1 Pt 0.740
2 Br 0.091
3 C -0.168
4 C -0.154
5 Br 0.091

---

Entry 4:
Below is C11H9AsIMnNO10SSe as an isolated structure, with properties calculated with ωB97M-V/def2-TZVPD.

XYZ file:
```
36
Properties=species:S:1:pos:R:3:forces:R:3
Mn 0.5159 0.2362 -0.7980 -0.252 0.367 0.705
O 1.0117 1.1381 1.9081 0.091 -0.096 0.049
As 2.3910 2.7100 -1.8229 -0.057 -0.090 -0.272
O 2.7621 1.9794 -3.2142 -0.045 0.061 0.096
O 1.9984 0.4640 -0.4436 0.041 -0.264 -0.295
C 0.4231 3.2002 -1.9559 -0.013 0.104 0.051
C 0.4074 4.5478 -1.6060 -0.055 0.063 0.011
C -0.6854 5.3716 -1.8617 -0.049 -0.032 -0.034
C -1.8093 4.8545 -2.4758 0.042 -0.036 0.022
C -1.8528 3.5028 -2.8001 0.070 0.059 0.015
C -0.7541 2.7043 -2.5398 0.124 -0.084 -0.008
S -1.0597 0.9712 -2.6442 -0.283 0.110 0.271
O 0.2742 0.2700 -2.7215 0.236 -0.137 0.050
O -1.9893 0.6545 -3.6648 -0.012 -0.005 0.013
O -1.4515 0.6264 -1.2281 0.172 -0.009 -0.389
H 0.4987 1.4432 2.6973 -0.027 0.011 -0.009
H 1.2775 4.9904 -1.1260 0.005 -0.027 -0.005
H -0.6491 6.4139 -1.5749 -0.010 -0.001 0.003
H -2.6664 5.4825 -2.6759 0.003 0.005 -0.004
H -2.7413 3.0635 -3.2323 -0.015 0.004 -0.003
O -2.6373 0.3493 1.5644 0.150 0.324 -0.012
Se -1.7588 1.6836 1.7157 0.060 -0.134 0.094
O -1.1166 1.9557 3.1723 -0.139 -0.042 -0.238
O -0.0322 1.0887 0.9321 -0.378 0.121 0.017
O -2.1298 2.9617 0.8333 0.095 -0.255 0.035
I 2.5390 -5.0761 0.3328 -0.002 0.000 0.000
C 0.9331 -3.7618 0.2936 -0.004 0.009 0.005
C -0.3301 -4.1492 0.7220 0.007 0.006 -0.016
C -1.3592 -3.2282 0.6758 -0.032 0.017 -0.006
C -1.1161 -1.9495 0.2075 0.101 0.000 0.043
N 0.1063 -1.5917 -0.2028 0.288 -0.083 -0.171
C 1.1196 -2.4741 -0.1645 -0.076 -0.020 -0.018
H -0.5017 -5.1533 1.0853 0.000 0.003 0.006
H -2.3553 -3.4836 1.0063 0.001 -0.004 0.002
H -1.8855 -1.1940 0.1816 -0.031 0.057 -0.006
H 2.0836 -2.1251 -0.5046 -0.006 0.000 -0.004
```
Positions in Å, forces in eV/Å.

Properties
Spin multiplicity   2
DFT total energy   -209949.76558 eV
Orbital gap (spin up / spin down)   7.38 / 7.97 eV
Relative energy (zero: lowest compared OMol25 entry of this formula, charge and spin)   3.908 eV
Lowest unoccupied orbital energy (spin up / spin down)   -2.3 / -1.7 eV

natural (NBO) population analysis, charges in e, atoms 1 to 5:
1 Mn 1.269
2 O -0.422
3 As 1.422
4 O -1.007
5 O -0.363

---

Number 1: largest force on an atom 0.66 eV/A. Number 2: largest force on an atom 3.73 eV/A. Number 3: largest force on an atom 1.01 eV/A. Number 4: largest force on an atom 0.83 eV/A.